Record 1
18
Properties=species:S:1:pos:R:3:lowdin_charge:R:1 method="wB97M-V/def2-TZVPD" orbital_gap_ev=9.78 smiles="CC1(C)O[C@@]1(C)ON=O" e_above_lowest_kcal_mol=118.3 homo_ev=-10.2 e_tot_ev=-12959.5766
C -0.486 -0.417 -0.336 -0.448
C -1.221 -1.203 0.701 -0.013
C -1.326 0.153 -1.445 -0.017
C 1.834 -0.267 1.114 0.011
C 0.955 0.118 -0.039 -0.439
O 0.694 -1.022 -0.871 0.035
N 0.549 2.347 0.096 0.039
O 0.425 3.390 -0.524 0.050
O 1.289 1.357 -0.657 -0.025
H -1.870 -0.653 -1.951 0.096
H -0.786 -1.116 1.700 0.079
H -2.256 -0.856 0.805 0.088
H -1.267 -2.266 0.451 0.097
H -0.720 0.659 -2.204 0.090
H -2.054 0.870 -1.054 0.088
H 2.829 -0.524 0.734 0.099
H 1.949 0.563 1.816 0.086
H 1.462 -1.134 1.664 0.085



Record 2
18
Properties=species:S:1:pos:R:3:lowdin_charge:R:1 method="wB97M-V/def2-TZVPD" orbital_gap_ev=10.01 e_above_lowest_kcal_mol=128.4 homo_ev=-9.5 e_tot_ev=-12959.1395
C -2.902 -1.765 -1.666 -0.018
C -1.783 -0.974 -1.044 -0.461
C -1.967 0.540 -0.802 -0.092
O -0.703 0.838 -1.445 -0.064
C -0.535 -0.520 -1.865 -0.144
C 0.426 -1.300 -0.962 -0.260
O 1.361 -2.014 -1.243 0.115
N -0.968 -1.677 -0.059 0.045
H -2.524 -2.715 -2.067 0.090
H -3.662 -1.996 -0.905 0.087
H -3.369 -1.196 -2.480 0.086
H -2.805 0.991 -1.349 0.123
H -1.974 0.855 0.250 0.124
H -0.460 -0.682 -2.946 0.169
H -1.355 -2.239 0.690 0.110
H 0.999 0.421 0.663 0.030
O 1.164 -0.506 0.886 -0.150
H 0.015 -0.923 1.120 0.209



Record 3
18
Properties=species:S:1:pos:R:3:lowdin_charge:R:1 method="wB97M-V/def2-TZVPD" orbital_gap_ev=8.20 e_above_lowest_kcal_mol=116.2 homo_ev=-8.1 e_tot_ev=-12959.6658
C 0.104 1.579 0.058 -0.461
C 0.878 0.271 -0.010 -0.475
C 1.307 -0.133 -1.403 -0.047
C 1.805 -0.176 1.185 -0.015
C -1.997 -0.901 0.347 -0.254
N -0.500 0.436 0.366 0.127
O 0.085 2.775 0.021 0.076
O -2.909 -0.353 1.177 0.054
O -2.113 -0.986 -0.992 0.084
H 0.487 0.203 -2.060 0.078
H 1.471 -1.236 -1.337 0.086
H 2.274 0.372 -1.725 0.101
H 2.819 -0.267 0.756 0.076
H 1.314 -1.034 1.694 0.080
H 1.705 0.744 1.775 0.075
H -1.471 -1.722 0.704 0.129
H -2.856 0.644 0.882 0.183
H -2.402 -0.216 -1.439 0.102



Record 4
19
Properties=species:S:1:pos:R:3:lowdin_charge:R:1 method="wB97M-V/def2-TZVPD" orbital_gap_ev=10.93 smiles="CCN1C(=O)COC1=O.O" e_above_lowest_kcal_mol=48.9 homo_ev=-10.5 e_tot_ev=-15010.1256
C 2.043 1.360 -0.912 -0.066
C 1.477 0.477 0.189 -0.170
N 0.057 0.205 0.016 0.035
C -0.933 0.889 0.686 -0.400
O -0.752 1.799 1.462 0.105
C -2.252 0.193 0.416 -0.092
O -1.951 -0.965 -0.343 -0.098
C -0.428 -0.830 -0.774 -0.371
O -0.059 -1.104 -1.885 0.161
H 1.402 2.236 -1.080 0.085
H 3.041 1.712 -0.622 0.079
H 2.138 0.804 -1.854 0.078
H 2.004 -0.484 0.231 0.133
H 1.586 0.956 1.169 0.125
H -2.715 -0.082 1.372 0.141
H -2.913 0.847 -0.166 0.142
O -0.319 -2.845 0.372 -0.117
H -1.442 -2.524 0.471 0.199
H 0.016 -2.645 1.251 0.031



Record 5
19
Properties=species:S:1:pos:R:3:lowdin_charge:R:1 method="wB97M-V/def2-TZVPD" orbital_gap_ev=10.22 smiles="N[C@@H](CCC(=O)O)C(=O)O" e_above_lowest_kcal_mol=18.3 homo_ev=-9.8 e_tot_ev=-15011.4515
C -0.976 0.019 -0.371 -0.265
C -2.501 -0.206 -0.127 -0.442
C -0.177 -0.775 0.610 -0.160
C 1.165 -1.114 0.093 -0.110
C 2.231 0.007 -0.029 -0.464
H 0.166 1.714 0.039 0.004
H -1.041 2.058 -1.008 0.107
H -0.765 -0.192 -1.436 0.157
H -0.682 -1.765 0.718 0.145
H -0.137 -0.100 1.487 0.152
H 1.694 -1.892 0.691 0.134
H 1.212 -1.571 -0.939 0.152
H 3.979 0.455 -0.116 0.133
H -2.601 1.574 0.488 0.103
N -0.772 1.523 -0.159 0.040
O -3.022 -1.338 -0.338 0.036
O 1.929 1.204 0.073 0.052
O 3.502 -0.387 -0.099 0.127
O -3.203 0.787 0.425 0.101



Record 6
19
Properties=species:S:1:pos:R:3:lowdin_charge:R:1 method="wB97M-V/def2-TZVPD" orbital_gap_ev="7.89 / 7.33" e_above_lowest_kcal_mol=212.3 homo_ev="-9.2 / -9.3" e_tot_ev=-15003.0363
C -2.109 -1.787 0.882 -0.058
C -1.233 -0.705 0.334 -0.287
C -1.722 0.655 -0.050 -0.247
O -1.684 1.483 1.081 -0.049
H -2.281 2.242 0.969 0.097
C 0.049 -1.016 0.066 -0.032
C 1.122 0.012 -0.346 -0.372
O 2.149 -0.765 -0.102 0.034
O 3.935 2.178 -0.588 0.088
N 4.619 1.395 -1.209 -0.133
O 5.607 1.490 -1.983 0.058
H -3.159 -1.434 0.925 0.085
H -2.034 -2.665 0.229 0.082
H -1.791 -2.132 1.875 0.086
H -0.970 1.060 -0.780 0.105
H -2.730 0.564 -0.534 0.138
H 0.345 -2.096 0.166 0.138
H 0.852 0.601 -1.297 0.122
H 1.036 0.920 0.363 0.143



Record 7
17
Properties=species:S:1:pos:R:3:lowdin_charge:R:1 method="wB97M-V/def2-TZVPD" orbital_gap_ev=9.10 e_above_lowest_kcal_mol=96.3 homo_ev=-8.2 e_tot_ev=-19700.1279
C -0.951 0.287 0.551 0.051
C -0.599 1.267 -0.238 -0.660
C 0.877 -1.037 0.222 -0.489
C -1.311 2.460 -0.625 -0.179
C 0.683 -2.518 0.550 -0.005
N 1.037 -0.542 -1.067 -0.332
O 1.839 -0.563 1.121 -0.036
S 1.025 1.144 -1.101 0.943
H -1.820 0.028 1.187 0.065
H -2.436 2.480 -0.353 0.111
H -1.364 2.715 -1.704 0.080
H -1.145 3.349 -0.121 0.041
H -0.174 -2.796 0.059 0.047
H 0.562 -2.601 1.621 0.085
H 1.621 -3.069 0.352 0.102
H 0.336 -1.020 -1.617 0.099
H 1.823 0.415 1.164 0.076